No. 1
Below is a cluster of 9 separate species, C9H36N18O9 in total, with properties calculated with the ωB97M-V functional and the def2-TZVPD basis.

Structure (XYZ):
```
72
Properties=species:S:1:pos:R:3:mulliken_charge:R:1
H -6.053 -0.454 0.449 0.256
H 4.521 4.426 -2.736 0.231
C -5.031 -0.887 -1.184 0.441
H 0.711 0.088 1.036 0.094
H -1.205 -0.398 0.226 0.012
H -1.276 0.623 5.305 0.155
H -1.279 1.682 1.961 0.193
H 3.023 -1.263 1.423 0.180
H 3.891 1.199 -3.309 0.135
O 5.250 -2.515 1.415 -0.698
H -1.491 -0.373 -4.486 0.199
H -2.992 3.985 1.764 0.216
H 2.183 1.153 -2.973 0.267
C 0.455 0.070 -0.945 0.682
C 4.536 -2.305 2.383 0.524
H -3.771 1.063 -0.917 0.102
O 2.206 3.697 -2.416 -0.670
N 1.194 0.263 0.170 -0.007
H 2.190 0.357 0.031 0.102
N -0.843 -0.253 -0.700 0.091
N 1.149 -2.154 -4.613 -0.396
H -3.276 -2.696 0.759 0.267
N -2.986 -2.705 1.724 -0.388
N 6.186 0.386 0.776 -0.355
N 3.040 1.669 -3.059 -0.210
H 5.957 -0.581 0.958 0.214
N -1.236 1.450 2.938 -0.325
C -0.900 0.189 3.308 0.819
H -1.433 -0.376 -1.501 0.037
H -2.411 4.182 0.203 0.166
C 5.118 1.194 0.547 0.531
N -0.669 -0.863 -4.188 -0.151
H -2.271 -2.060 2.017 0.227
O -4.496 2.040 1.353 -0.607
N 5.442 2.495 0.273 -0.383
H -7.117 -0.383 -0.867 0.167
H 4.712 3.181 0.255 0.235
C 3.134 2.964 -2.676 0.645
H 1.400 -2.053 -3.647 0.234
H -0.030 -0.427 -3.515 0.184
N -6.181 -0.545 -0.549 -0.369
H 7.100 0.782 0.866 0.154
H -5.335 -2.889 1.206 0.177
N 4.746 -2.841 3.617 -0.391
N -3.475 1.990 -0.682 -0.259
C -0.049 -1.666 -5.106 0.485
H -2.883 2.450 -1.348 0.197
N -2.965 3.624 0.827 -0.414
H -0.308 -0.800 4.966 0.219
O -4.022 -1.321 -0.638 -0.550
N 3.358 -1.608 2.303 -0.109
N -5.136 -3.358 2.071 -0.500
O -0.436 -0.636 2.524 -0.807
H -1.549 2.104 3.629 0.159
H 5.620 -3.250 3.893 0.218
H -4.112 -0.700 -2.982 0.225
H 5.210 2.817 -2.874 0.162
H 6.392 2.740 0.073 0.167
N 4.434 3.429 -2.707 -0.403
O 0.888 0.199 -2.094 -1.052
O 3.969 0.815 0.713 -0.727
N -4.989 -0.584 -2.512 -0.380
O -0.446 -1.908 -6.226 -0.644
C -3.730 2.518 0.544 0.626
H 1.809 -2.371 -5.336 0.199
H -5.858 -3.511 2.753 0.238
N -0.806 0.015 4.663 -0.486
O -3.777 -2.974 3.863 -0.643
C -3.910 -3.062 2.659 0.623
H 2.685 -1.791 3.026 0.153
H 4.023 -3.084 4.271 0.166
H -5.799 -0.192 -2.954 0.149
```

Properties
* LUMO energy: 0.3 eV
* E: -55176.0965 eV
* net charge: 0
* SMILES: NC(N)=O.NC(N)=O.NC(N)=O.NC(N)=O.NC(N)=O.NC(N)=O.NC(N)=O.NC(N)=O.NC(N)=O
* frontier orbital gap: 9.58 eV
* relative energy (zero: lowest compared OMol25 entry of this formula, charge and spin): 23.9 kcal per mole

No. 2
Below is an isolated molecule of C4H5NO, with properties calculated with the ωB97M-V functional and the def2-TZVPD basis.

Structure (XYZ):
```
11
Properties=species:S:1:pos:R:3:nbo_charge:R:1
C -1.497 0.080 -0.147 -0.603
N 3.085 -0.934 0.454 -0.252
H -2.060 -0.134 -1.065 0.221
H 0.137 -0.782 -1.198 0.241
C -0.063 0.115 -0.593 -0.501
H -1.608 -0.742 0.702 0.218
H -1.751 1.047 0.296 0.224
C 0.798 0.212 0.608 0.493
H 0.175 0.986 -1.210 0.250
C 2.025 -0.493 0.427 0.152
O 0.759 0.645 1.726 -0.443
```

Properties
* LUMO energy: -0.2 eV
* E: -7765.0369 eV
* net charge: 0
* SMILES: CCC(=O)C#N
* frontier orbital gap: 10.73 eV
* relative energy (zero: lowest compared OMol25 entry of this formula, charge and spin): 34.3 kcal per mole

No. 3
Below is a structure of composition C58H67BCoGe2N3O2S4, with properties calculated with the ωB97M-V functional and the def2-TZVPD basis.

Structure (XYZ):
```
138
Properties=species:S:1:pos:R:3:mulliken_spin:R:1
H 3.575 -4.483 -0.771 0.000
H 1.192 2.667 3.387 0.001
B -0.894 0.190 4.026 -0.092
C -0.490 -4.769 1.668 0.000
H 3.138 -5.315 1.677 0.000
N 0.259 2.975 3.662 -0.003
H 3.211 3.239 0.348 0.003
H -1.550 -2.815 -4.272 0.000
H 6.494 -0.302 -1.714 0.000
H -0.367 -2.096 -5.382 0.000
C -4.084 -2.301 -2.990 -0.002
H -0.356 -3.892 -1.446 0.000
C -0.671 -4.731 -0.828 0.000
C 4.779 -1.211 0.890 -0.001
H 4.243 4.319 -0.575 0.000
N -2.874 2.417 3.056 0.053
C 4.680 -2.386 1.622 0.000
H -4.026 -1.255 6.342 0.000
H -0.438 6.956 -2.528 0.000
H -3.384 2.765 -4.229 0.000
C 5.798 1.517 -2.613 0.002
C -0.779 5.937 -2.718 0.000
H -5.390 -3.968 -2.643 0.000
C 0.513 3.945 -3.546 0.000
H -4.234 3.694 2.000 0.002
H 0.771 5.035 3.383 0.000
C 2.264 4.080 -1.398 -0.001
N -0.970 3.134 1.173 0.000
H -4.299 -4.550 -0.486 0.000
H -2.274 3.489 -6.194 0.000
H -0.120 -2.019 -3.631 0.000
S 1.794 1.073 1.638 0.046
C -1.136 -4.292 0.537 -0.001
H -0.280 5.149 1.131 0.000
C -2.906 -2.939 -0.558 -0.001
H -3.253 -2.939 8.022 0.000
C -0.691 -1.313 5.686 0.003
C -3.174 3.607 2.275 -0.004
C 4.223 -3.567 1.051 0.000
H 4.468 0.738 1.712 0.000
C -2.773 -3.212 1.959 0.000
H 6.035 0.543 0.927 -0.001
Ge -1.045 -0.641 -0.484 0.014
H -0.951 4.663 3.481 0.000
H -5.253 1.205 -2.750 0.000
H 0.957 3.877 1.238 -0.006
C -3.021 -1.534 -2.510 0.000
H 4.303 -3.239 -3.015 0.000
H -0.839 -4.953 5.044 0.000
H 6.752 1.757 -3.068 0.000
C -0.241 -2.226 6.612 0.000
H 0.183 -5.968 4.009 0.000
C 4.442 0.052 -1.246 -0.007
H -3.790 -1.533 2.801 0.000
C 4.387 -1.216 -0.455 0.003
C 5.292 0.040 1.548 0.001
C -2.252 -3.454 0.688 -0.002
C -1.951 1.570 -5.273 -0.001
C -3.220 0.822 -3.346 0.001
S -1.810 -0.183 1.491 -0.052
O 0.018 -0.624 4.759 0.023
S -0.359 1.238 -1.483 0.011
H -1.234 5.905 -3.708 0.000
C -4.260 1.136 -2.301 -0.001
C -2.035 -0.961 5.603 -0.004
H 5.745 -0.194 2.511 0.000
Ge 1.630 0.551 -0.417 -0.001
C -2.888 1.800 -4.281 0.001
O -2.195 -0.032 4.630 0.021
C 4.712 2.359 -2.774 -0.001
H -1.476 -5.240 -1.366 0.000
H 4.958 -2.375 2.671 0.000
H 1.401 2.253 -5.445 0.000
C -2.353 3.577 0.982 0.003
H -2.381 4.572 0.515 -0.001
C -0.953 -4.478 2.946 0.000
H -0.675 2.722 0.286 -0.001
H 4.803 3.265 -3.362 0.000
C -2.982 -1.528 6.426 0.000
C 1.245 5.009 -1.542 0.000
H -2.810 2.865 0.290 0.000
H -3.264 1.588 2.616 -0.007
H -3.222 2.451 4.005 -0.002
H -1.758 2.224 -7.314 0.000
H -4.295 0.379 -1.519 0.000
C 5.656 0.372 -1.850 0.000
H -4.039 2.096 -1.830 0.000
H -2.930 4.492 2.866 -0.001
H 3.804 -1.544 -3.044 0.000
C -2.537 -2.466 7.363 0.000
H -0.876 -3.527 8.198 0.000
H 2.943 4.990 0.425 0.000
C -0.034 4.176 1.580 0.011
C 0.353 4.950 -2.610 -0.001
C -2.584 -0.416 -3.402 -0.001
C -4.567 -3.374 -2.265 0.001
H -4.769 -3.006 2.709 0.000
C -1.604 -0.659 -4.375 0.000
C 3.991 -2.408 -1.065 -0.001
C 3.909 -3.564 -0.298 0.000
C 2.388 3.052 -2.346 0.002
C 3.216 4.165 -0.234 -0.002
H -1.559 5.708 -1.988 0.000
C -2.435 -1.823 -1.277 -0.006
C 3.487 2.055 -2.186 -0.003
H -0.566 0.135 -6.062 0.000
H 0.647 -4.303 4.359 0.000
C 4.093 -4.825 1.869 0.000
H 2.625 -2.797 -2.678 0.000
C -3.964 -3.693 -1.058 -0.001
C -0.873 -1.973 -4.424 0.000
H 0.873 1.114 -4.203 0.000
H 0.393 -5.388 1.547 0.000
H 0.172 -5.415 -0.738 0.000
C 1.520 2.988 -3.431 0.000
C -0.203 -4.958 4.158 0.000
H 0.218 2.977 4.673 0.001
H 4.885 -5.538 1.626 0.000
C -1.313 0.332 -5.299 0.002
C -1.628 2.618 -6.304 0.000
C -2.113 -3.731 3.069 0.003
C 0.005 4.304 3.098 -0.005
H -4.454 -2.044 1.254 0.001
C -1.194 -2.803 7.457 0.000
C 3.330 0.895 -1.413 0.003
C 1.613 1.880 -4.441 -0.001
S 0.978 -1.599 -0.669 -0.002
C 3.664 -2.495 -2.534 0.000
H -2.509 -3.522 4.059 0.000
C -4.022 -2.403 2.186 0.001
Co -0.721 1.473 2.565 1.002
H -4.521 -2.044 -3.948 0.000
H 2.595 1.410 -4.442 0.000
H 1.139 5.796 -0.802 0.000
H 4.151 -4.606 2.935 0.000
H 0.806 -2.491 6.672 0.000
H -0.188 3.871 -4.372 0.000
H -0.592 2.955 -6.221 0.000
```

Properties
* LUMO energy (spin up / spin down): 2.3 / 2.3 eV
* E: -264487.8514 eV
* multiplicity: 2
* net charge: -1
* ⟨S²⟩: 0.784
* frontier orbital gap (spin up / spin down): 6.33 / 6.50 eV

No. 4
Below is a structure of composition C10H12AlI2La, with properties calculated with the ωB97M-V functional and the def2-TZVPD basis.

Structure (XYZ):
```
26
Properties=species:S:1:pos:R:3:mulliken_charge:R:1
C 2.478 -0.627 1.340 -1.075
H -4.178 0.545 2.064 0.361
C -3.419 0.276 1.288 -0.482
H -0.449 -0.481 -1.420 -0.317
H -0.208 2.802 0.409 0.449
H 0.613 1.603 1.461 0.338
C -1.255 -0.263 -0.667 0.716
C -2.174 1.030 1.286 -0.392
Al 1.466 1.556 -1.104 0.272
H 1.584 -1.172 1.735 0.304
C 0.177 1.738 0.437 -0.759
C 2.716 -1.108 -0.122 0.369
C -2.522 -1.036 -0.658 -0.446
C -1.071 0.803 0.325 0.176
La 1.067 -2.945 -2.753 1.707
I 3.682 -3.065 -0.425 0.098
H -2.059 1.853 2.037 0.359
C 2.344 -0.297 -1.187 -0.055
C -3.588 -0.799 0.304 -0.558
H 3.358 -0.987 1.952 0.487
H 0.807 1.817 -2.544 -0.273
H -4.535 -1.385 0.341 0.361
H 2.641 2.624 -0.940 -0.266
I 2.786 -1.093 -3.231 0.276
H -2.707 -1.870 -1.388 0.118
H 2.447 0.481 1.462 0.234
```

Properties
* LUMO energy: -10.1 eV
* E: -34198.7043 eV
* net charge: +2
* frontier orbital gap: 3.79 eV

No. 5
Below is a cluster of 2 separate species, O5S3 in total, with properties calculated with the ωB97M-V functional and the def2-TZVPD basis.

Structure (XYZ):
```
8
Properties=species:S:1:pos:R:3:nbo_charge:R:1
O -1.492 -1.446 -0.005 -0.993
O -0.954 0.951 -1.284 -0.980
S -0.128 1.017 -0.062 1.575
O -0.873 1.330 1.123 -0.970
O 0.692 -1.908 -1.089 -1.005
O 0.619 -1.539 1.265 -1.014
S -0.024 -1.240 0.025 2.154
S 2.160 2.835 0.027 -0.767
```

Properties
* LUMO energy (spin up / spin down): 5.1 / 5.1 eV
* E: -42741.0406 eV
* net charge: -2
* frontier orbital gap (spin up / spin down): 5.79 / 5.77 eV
* relative energy (zero: lowest compared OMol25 entry of this formula, charge and spin): 51.2 kcal per mole